Record 1
Below is C29H33ClN5O4P2Rh as an isolated structure, with properties calculated with the ωB97M-V functional and the def2-TZVPD basis.

Results
Net charge: +2
E, eV: -80336.6603
Energy above the lowest of the compared OMol25 structures with the same formula, charge and spin, kcal/mol: 40.7
HOMO-LUMO gap, Ha: 0.2212

Geometry as XYZ:
```
75
Properties=species:S:1:pos:R:3:forces:R:3
P -1.719 -1.853 -0.989 0.0376 0.0843 0.0295
H -6.795 -3.997 0.469 -0.0001 -0.0018 -0.0023
C -5.682 -2.248 -0.083 0.0129 -0.0072 0.0026
C -1.710 2.017 -4.490 0.0124 0.0085 0.0140
H 5.164 3.437 0.663 -0.0233 -0.0016 0.0130
C -1.849 3.926 3.299 0.0059 -0.0001 0.0005
H 6.994 1.223 1.629 -0.0001 0.0002 -0.0016
H 2.197 -3.113 -0.403 0.0338 0.0421 0.0306
C 0.538 -4.572 1.172 -0.0257 -0.0076 0.0308
C -0.386 1.096 -2.725 -0.3282 0.2153 0.3319
H -2.060 4.594 4.122 -0.0022 0.0009 0.0000
O 2.782 4.108 -0.622 -0.0656 0.2789 -0.0683
N 4.964 1.395 1.211 0.0264 -0.0271 0.0708
H 4.149 3.134 2.097 -0.0064 -0.0038 -0.0026
C 0.827 -5.015 -1.178 0.0197 0.0573 -0.0102
O 1.074 5.606 -1.311 0.0201 -0.0807 0.0785
H -4.362 -0.691 -0.687 0.0335 -0.0012 -0.0060
C -4.717 -4.429 0.173 -0.0124 -0.0009 0.0043
C 6.171 0.575 1.346 -0.0031 -0.0085 0.0081
H 0.518 1.757 2.240 0.0001 0.0068 -0.0117
C -5.823 -3.596 0.215 0.0122 -0.0015 0.0007
C -3.465 -3.920 -0.147 -0.0023 0.0276 0.0496
H 1.674 -6.215 0.386 0.0040 -0.0027 -0.0064
H 5.891 2.967 2.213 0.0130 -0.0049 -0.0143
H -1.153 -0.855 1.312 0.0862 -0.0150 -0.0477
C -4.437 -1.740 -0.414 -0.0254 0.0458 -0.0248
C -2.743 3.830 2.242 0.0031 -0.0047 -0.0002
Cl 1.400 4.505 -0.500 -0.1878 0.1681 -0.0882
C -0.683 3.173 3.302 -0.0041 -0.0188 -0.0014
N 3.809 -0.452 0.451 -0.0264 -0.0757 0.0147
H -3.183 2.925 0.366 -0.0022 -0.0022 -0.0055
H -3.348 2.302 -1.544 0.0024 -0.0127 0.0096
H 0.511 0.511 -2.480 0.0134 -0.2621 0.1819
H -2.620 -4.594 -0.177 0.0390 0.0073 -0.0008
H 4.616 -0.982 0.735 0.0070 -0.0015 -0.0201
H -3.650 4.419 2.241 -0.0007 0.0006 -0.0005
H 0.719 -4.841 2.205 -0.0010 -0.0051 0.0074
P -0.892 1.082 -0.116 0.2476 -0.0282 0.4573
H 0.978 -1.293 -0.766 0.0038 0.0487 -0.1294
Rh 1.248 1.375 -0.734 -0.1906 -0.6308 -1.3141
N 2.814 1.658 0.404 -0.4863 0.3150 0.6022
H 2.963 2.655 0.535 0.0720 -0.0147 0.0023
H 3.679 -2.934 0.452 -0.0109 0.0046 0.0116
H -2.583 -0.233 0.534 0.0354 -0.0528 0.1095
C -3.311 -2.564 -0.424 0.0413 -0.0808 -0.0915
C -2.558 2.035 -2.230 0.0019 0.0623 -0.0037
C -2.719 2.309 -3.580 0.0133 -0.0041 -0.0053
C -0.530 1.427 -4.063 0.0555 0.0836 -0.0172
C 5.041 2.821 1.555 0.0154 0.0175 -0.0096
H -6.544 -1.594 -0.072 -0.0040 -0.0036 0.0001
C -1.398 1.410 -1.792 0.1444 0.0422 -0.2485
H 6.440 0.106 0.398 -0.0001 -0.0010 0.0020
H 1.229 -5.624 -1.977 0.0028 0.0118 0.0067
H -4.822 -5.484 0.389 -0.0056 0.0002 0.0037
C 2.750 -1.172 -0.056 -0.0297 0.0088 0.1202
C -0.523 -3.136 -0.455 -0.0830 -0.0021 -0.0090
C -1.542 -0.537 0.343 -0.1616 0.0398 0.0559
O 0.574 3.328 -1.042 0.6094 -0.3007 0.0565
H -0.721 -2.926 1.684 -0.0001 -0.0168 0.0017
H 0.259 1.202 -4.767 -0.0118 -0.0207 -0.0077
H -3.637 2.763 -3.925 -0.0009 0.0048 0.0050
C -1.300 2.234 1.178 -0.0933 0.0017 -0.0193
H -1.847 2.250 -5.537 0.0071 -0.0050 -0.0033
N 1.686 -0.600 -0.538 0.1205 0.1701 -0.0592
C -2.476 2.983 1.179 0.0142 0.0446 -0.0077
C 1.076 -5.346 0.148 0.0040 -0.0189 0.0117
C 0.039 -3.906 -1.477 0.0236 -0.0147 0.0093
H 6.060 -0.178 2.131 0.0008 -0.0004 -0.0008
N 2.902 -2.497 -0.013 -0.0171 -0.0754 -0.1022
O 1.038 4.658 0.865 0.1122 0.0184 0.0619
H 0.014 3.255 4.125 -0.0028 0.0006 0.0028
C 3.843 0.900 0.699 -0.0805 0.0596 -0.1170
C -0.265 -3.482 0.874 0.0040 -0.0137 0.0231
H -0.172 -3.659 -2.511 0.0067 0.0021 0.0088
C -0.404 2.328 2.243 -0.0233 -0.0482 0.0273
```
Positions in Å, forces in eV/Å.

Here are the Löwdin charges for atoms 1 to 4, given in e: 1.06, 0.12, -0.06, -0.02

Record 2
Below is C29H33ClN7OSV as an isolated structure, with properties calculated with the ωB97M-V functional and the def2-TZVPD basis.

Results
<S²>: 1.094
Net charge: +1
Multiplicity: 2
E, eV: -92127.4303
HOMO-LUMO gap (alpha / beta), Ha: 0.2546 / 0.2226

Geometry as XYZ:
```
73
Properties=species:S:1:pos:R:3:forces:R:3
N 1.464 -0.987 -0.676 0.0368 -0.0906 -0.4650
C 1.887 -6.265 -3.736 0.0053 -0.0156 0.0089
O 2.638 -1.166 -5.313 -0.0395 0.0107 0.0023
H 3.797 -2.624 -3.680 -0.0213 -0.0062 -0.0165
H 1.271 -5.134 -6.014 -0.0051 -0.0011 0.0025
H -1.269 -3.253 -4.144 0.0002 0.0031 -0.0183
C -2.222 0.760 0.189 0.4150 -0.1498 0.1342
C 3.643 -6.784 -2.196 0.0007 0.0028 0.0039
C 2.334 -4.956 -5.856 -0.0143 0.0082 0.0018
H 2.477 -3.695 -3.206 -0.0231 -0.0245 -0.0054
H 2.250 0.993 -1.048 0.0098 -0.0012 -0.0070
H 1.592 -7.296 -1.867 -0.0007 -0.0044 -0.0029
H -1.010 -0.820 -4.529 0.0144 -0.0094 0.0014
H 2.409 -3.101 -6.920 -0.0121 -0.0077 -0.0118
H -1.784 -5.130 -1.014 0.0175 -0.0217 -0.0328
H 1.228 -3.066 -1.197 0.0090 -0.0081 -0.0104
H -5.076 -0.060 0.406 0.0001 0.0002 0.0083
H 3.747 -3.335 -5.840 -0.0060 -0.0025 -0.0016
V -0.027 -0.986 0.735 0.3400 0.4676 1.0396
C 2.071 -2.418 -4.926 -0.0527 -0.0142 -0.0065
C -3.802 -0.705 -1.200 -0.0511 -0.0571 0.0142
C 2.663 -3.455 -5.918 -0.0043 -0.0129 0.0293
C -0.197 -3.460 -4.190 0.0142 -0.0263 0.0181
H 0.136 -3.582 -3.158 0.0143 -0.0007 0.0044
C 4.141 -5.665 -4.251 0.0160 -0.0011 0.0051
N -1.812 -2.691 -0.694 -0.1041 0.2919 -0.2201
C 2.716 -2.697 -3.560 0.0674 -0.0020 0.0396
C -2.970 1.942 0.114 -0.0067 0.1504 0.0872
H 2.839 -5.411 -6.712 0.0024 -0.0001 -0.0042
H 0.254 1.753 2.173 0.0083 0.0302 -0.0110
C 1.625 -2.087 -1.414 0.0568 0.1169 -0.0780
H -7.163 -0.420 -0.857 -0.0022 -0.0002 0.0036
H 0.618 -0.142 -4.586 0.0204 0.0220 0.0021
C -4.934 -1.408 -3.206 -0.0094 -0.0004 0.0085
H -1.031 3.857 2.135 -0.0096 0.0157 -0.0014
H 0.837 -6.304 -3.998 0.0004 -0.0081 -0.0001
N -1.622 -1.399 -0.255 -0.1490 0.1698 0.0364
H -3.867 1.955 -0.489 -0.0035 0.0104 0.0018
C 0.500 -2.306 -4.917 0.0185 0.0580 -0.0091
Cl 4.169 -7.457 -0.687 -0.0019 -0.0008 0.0020
H -0.073 -4.412 -4.699 -0.0030 -0.0117 -0.0008
H 2.497 -1.036 -6.258 -0.0111 0.0041 0.0041
C -1.377 3.001 1.575 -0.2038 0.0569 -0.0773
C 2.165 -0.032 -1.365 -0.1594 -0.0653 -0.0736
C -2.555 3.055 0.802 0.1753 -0.1412 0.0526
N 2.712 -0.489 -2.455 0.1143 0.0179 -0.0010
H -7.076 -1.283 -3.171 -0.0027 0.0062 -0.0033
H 4.872 -5.224 -4.918 0.0003 -0.0044 -0.0041
C 0.033 -0.995 -4.256 -0.0087 -0.0037 0.0011
H -2.804 -1.441 -2.948 0.0037 0.0002 -0.0040
H -3.129 3.970 0.750 0.0015 0.0207 -0.0048
H 0.192 -3.219 -6.890 0.0029 0.0043 -0.0033
S -0.295 -3.091 1.533 -0.2004 -0.2827 -0.1287
C 2.302 -6.826 -2.534 0.0080 0.0213 -0.0213
C 2.791 -5.655 -4.599 -0.0027 0.0332 0.0333
H 5.622 -6.222 -2.792 0.0011 -0.0002 -0.0016
C -3.761 -1.209 -2.499 0.0024 0.0615 0.0194
N -1.130 -4.844 -0.301 -0.1091 0.1865 -0.0936
H -0.928 -5.517 0.418 0.0109 0.0064 0.0283
C -1.184 -3.532 0.059 0.2101 -0.5340 0.3098
C -0.663 1.839 1.600 -0.0180 -0.0139 0.0159
N -1.046 0.730 0.920 -0.4082 -0.0989 -0.4897
C -0.010 -2.285 -6.365 0.0022 -0.0129 -0.0197
C -6.209 -0.634 -1.322 0.0012 0.0123 0.0175
H 0.420 -1.463 -6.942 0.0080 0.0034 0.0060
C 4.573 -6.220 -3.057 -0.0145 0.0000 -0.0165
H -4.896 -1.790 -4.218 -0.0022 -0.0046 -0.0022
N 2.349 -1.788 -2.478 0.0261 -0.0459 0.0024
C -2.553 -0.477 -0.451 0.0202 -0.0428 -0.0138
C -6.160 -1.121 -2.619 0.0113 -0.0073 -0.0151
H -1.091 -2.138 -6.364 0.0053 -0.0055 -0.0018
C -5.035 -0.424 -0.613 -0.0147 -0.0519 -0.0603
H 0.062 -1.039 -3.165 0.0028 0.0010 -0.0065
```
Positions in Å, forces in eV/Å.

Here are the Löwdin charges for atoms 1 to 4, given in e: -0.03, -0.05, -0.01, 0.15

Record 3
Below is C29H33CrN14O7PSSe as an isolated structure, with properties calculated with the ωB97M-V functional and the def2-TZVPD basis.

Results
<S²>: 0.758
Net charge: +1
Multiplicity: 2
E, eV: -179689.6266
Energy above the lowest of the compared OMol25 structures with the same formula, charge and spin, kcal/mol: 6.7
HOMO-LUMO gap (alpha / beta), Ha: 0.2509 / 0.2714

Geometry as XYZ:
```
87
Properties=species:S:1:pos:R:3:forces:R:3
O 0.997 -2.343 0.461 0.4335 0.0987 -0.1866
N -1.784 -2.843 2.992 0.0334 -0.0688 0.0552
N 0.503 3.743 0.597 0.1139 -0.0586 0.0324
H 3.154 -2.549 -1.986 -0.3613 0.3097 -0.6193
H 3.078 4.037 1.850 0.0072 0.0100 -0.0067
N 6.059 3.864 5.174 0.1946 -0.2918 -0.0629
C 3.760 0.161 0.450 -0.0275 0.2299 0.1520
H 8.776 -0.451 4.605 -0.0064 -0.0037 -0.0032
N -1.232 -1.059 -0.022 -0.4181 0.3658 -0.0444
H 3.267 6.856 5.048 -0.0249 0.0235 0.0063
C -1.312 0.414 -4.555 -0.0016 0.0618 -0.0308
H -2.250 -5.185 0.225 -0.0335 -0.0775 -0.0138
H 0.144 5.730 0.217 0.0054 -0.0214 -0.0872
C -0.230 -4.734 0.286 0.1930 0.0300 -0.0725
N 5.078 4.835 5.137 -0.2322 0.1849 -0.1298
C 3.278 5.377 3.503 -0.0740 -0.0003 -0.1281
C 2.419 -4.302 -0.868 -0.2593 -0.1828 -0.1589
H 7.746 1.646 5.440 0.0378 -0.0113 -0.0018
H 1.989 -4.725 -2.849 -0.0274 0.2986 -0.0930
Cr 0.658 -0.387 0.470 0.4940 -0.4736 -0.4831
C -1.236 1.736 -4.157 -0.0056 -0.0439 0.0328
C 3.102 -1.170 1.957 0.0772 0.1796 -0.0308
C -1.459 -0.566 -3.587 0.0867 -0.1274 0.0645
N -0.709 3.505 1.145 -0.0816 0.0926 0.0250
N 4.387 -1.369 1.896 0.0377 -0.0755 0.0342
C 6.629 1.969 3.641 -0.0428 -0.1282 -0.1869
C 0.997 5.111 0.484 0.0776 0.1332 0.1084
H 3.192 -3.752 -0.331 -0.0589 -0.0410 0.1111
H -1.658 1.672 1.512 0.0157 -0.0172 0.0329
C 6.219 -0.319 0.683 0.1412 0.0095 0.1408
C 1.119 2.599 0.328 -0.1783 -0.0404 -0.2191
C 1.619 5.611 1.770 -0.0912 -0.0711 0.0079
H -2.481 -3.514 2.710 -0.0353 0.0981 0.0210
H -1.487 -1.615 -3.852 -0.0300 0.0063 0.0374
O 1.879 -0.996 -3.836 -0.2667 -0.1918 -0.1827
H -1.891 -2.964 0.476 -0.3332 -0.8064 0.0494
H 8.123 -1.369 2.410 -0.0199 -0.0168 0.0215
H 3.600 -4.712 -2.519 -0.0456 -0.1526 0.0666
H 0.304 7.291 1.974 -0.0147 -0.0129 0.0169
O 4.892 3.598 3.341 -0.0607 -0.0799 -0.2019
H -2.257 -2.065 -1.474 -0.1466 0.2176 0.0407
C 1.138 6.748 2.402 -0.0228 -0.0131 -0.0323
H 1.338 8.084 4.065 0.0044 0.0010 0.0027
H 5.634 2.036 1.749 -0.0586 -0.0210 0.0368
C -1.296 2.024 -2.796 0.0017 0.0135 -0.0464
O 3.260 -1.635 -1.593 0.2655 -0.2206 0.0579
C 1.723 7.196 3.581 0.0099 0.0383 -0.0124
C 6.319 1.482 2.379 0.0433 0.0373 0.0408
C -0.792 2.206 1.163 0.0753 0.0099 -0.1826
H -1.559 -2.752 3.968 0.0326 -0.1164 -0.0057
C 8.079 0.094 3.982 0.0683 -0.0194 0.0240
N -1.642 -4.405 0.010 0.0450 -0.9815 -0.3957
N -1.690 -2.023 0.871 0.2203 1.6627 0.7520
S -0.251 -0.716 2.703 0.1725 0.2951 -0.2243
P 0.801 -3.464 -0.574 -0.0155 -0.0784 0.5903
H 6.311 0.348 -0.172 -0.0285 -0.0306 -0.0475
N 2.714 -4.269 -2.309 0.3646 0.2155 0.4256
C 4.415 4.648 4.046 0.2278 -0.0075 0.3348
N 0.322 1.592 0.665 -0.0199 0.2415 0.3822
C 2.687 4.927 2.328 0.0578 0.0259 0.0233
H 1.721 5.133 -0.330 -0.0302 -0.0360 -0.0374
H 3.834 0.874 -0.360 -0.0004 -0.0745 -0.0115
Se 2.357 -0.430 -2.436 0.5635 0.1444 -0.5722
H -1.260 0.147 -5.601 0.0169 -0.0043 -0.0018
H -0.034 -4.702 1.359 -0.0225 -0.0007 -0.0288
C -1.494 -0.176 -2.257 0.0450 0.2686 -0.2722
N 4.791 -0.523 0.922 0.0001 0.1206 0.0600
O 3.274 0.881 -2.435 0.1596 0.1433 0.2145
H 2.461 -1.686 2.648 -0.0401 -0.0727 -0.0521
C 5.920 3.154 4.105 -0.0063 0.2773 0.2819
H -1.719 -4.218 -0.987 0.0263 -0.2077 -0.1736
C 7.720 -0.420 2.740 0.0228 0.0087 -0.0637
N 2.650 -0.216 1.079 0.1106 -0.3201 0.2069
H 2.069 2.510 -0.174 0.0295 0.0344 0.0525
O 0.093 -3.095 -1.826 -0.0125 -0.3129 -0.3299
H 0.052 -5.725 -0.081 -0.0928 0.0056 -0.0173
C -1.305 -1.932 2.145 -0.2090 0.1142 -0.5130
O 1.097 -0.152 -1.399 -0.5983 -0.1920 1.0665
H 6.661 -1.282 0.437 0.0083 0.0097 -0.0288
C 7.521 1.270 4.451 -0.0564 0.0899 -0.0040
H -1.250 3.050 -2.445 -0.0104 0.0207 -0.0364
C -1.681 -1.178 -1.214 -0.1834 -0.2999 0.2285
N -1.420 1.098 -1.860 -0.0989 -0.0493 0.1459
H -1.143 2.533 -4.880 0.0307 0.0127 0.0097
C 6.830 0.273 1.936 -0.1821 -0.0389 0.0022
C 2.793 6.519 4.136 0.0076 -0.0361 -0.0095
H 2.370 -5.311 -0.447 0.0074 -0.0124 0.0468
```
Positions in Å, forces in eV/Å.

Here are the Löwdin charges for atoms 1 to 4, given in e: -0.44, 0.14, -0.09, 0.03

M per entry: 715.92 614.10 883.67 g mol⁻¹